No. 1
# C20H60O17

A 10-piece molecular cluster, C20H60O17 overall at a distorted geometry (the ωB97M-V functional and the def2-TZVPD basis, the Open Molecules 2025 dataset).

Last column: Mulliken charge in e.
Geometry (Å):
C1 5.044 -1.724 0.957  -0.461
C2 4.292 -0.719 1.785  -0.417
O1 3.231 -0.075 1.074  0.044
O2 4.140 -2.706 0.463  -0.537
H1 5.699 -2.337 1.628  0.356
H2 5.644 -1.237 0.165  0.203
H3 4.896 0.068 2.248  0.382
H4 3.828 -1.236 2.611  0.265
H5 2.498 -0.746 1.046  -0.071
H6 3.635 -2.378 -0.309  0.337
C3 -1.802 5.046 0.105  -0.005
C4 -2.535 5.816 1.139  -0.600
O3 -1.801 5.716 2.379  -0.496
O4 -0.541 5.664 -0.222  -0.495
H7 -2.434 5.124 -0.800  0.322
H8 -1.652 4.012 0.411  0.034
H9 -3.543 5.374 1.273  0.308
H10 -2.643 6.846 0.852  0.378
H11 -1.981 6.479 2.920  0.274
H12 -0.098 5.609 0.618  0.299
C5 -2.060 -3.053 0.417  0.480
C6 -1.573 -3.933 -0.794  -0.770
O5 -0.690 -3.235 -1.678  -0.526
O6 -1.037 -2.875 1.365  -0.511
H13 -2.986 -3.477 0.862  0.430
H14 -2.344 -2.116 0.048  -0.377
H15 -2.514 -4.233 -1.327  0.164
H16 -1.016 -4.792 -0.449  0.489
H17 -1.207 -2.579 -2.177  0.398
H18 -0.666 -3.750 1.542  0.171
C7 1.830 2.957 -2.687  0.336
C8 0.767 4.075 -2.660  -0.649
O7 -0.514 3.480 -2.423  -0.613
O8 1.482 2.077 -3.762  -0.570
H19 1.796 2.402 -1.758  -0.314
H20 2.853 3.246 -2.894  0.465
H21 0.750 4.583 -3.629  0.386
H22 0.954 4.859 -1.918  0.291
H23 -0.499 3.196 -1.458  0.117
H24 0.537 2.041 -3.776  0.344
C9 -4.145 -0.413 3.057  -0.715
C10 -3.547 0.167 1.809  0.386
O9 -4.265 -0.301 0.656  -0.528
O10 -4.214 -1.815 3.172  -0.533
H25 -5.151 -0.042 3.248  0.342
H26 -3.567 -0.058 3.930  0.325
H27 -2.509 -0.121 1.586  -0.122
H28 -3.527 1.270 1.876  0.309
H29 -4.321 -1.256 0.713  0.348
H30 -3.342 -2.188 3.149  0.301
C11 1.788 3.052 2.463  -0.697
C12 2.119 3.639 1.090  0.839
O11 3.430 3.243 0.570  -0.641
O12 1.108 1.764 2.333  -0.589
H31 1.065 3.645 2.980  0.394
H32 2.584 2.987 3.193  0.373
H33 2.195 4.722 1.165  0.363
H34 1.345 3.246 0.401  -0.687
H35 3.497 2.291 0.464  0.306
H36 1.754 1.199 1.904  0.321
C13 0.482 -0.312 -0.422  1.633
C14 -0.723 0.601 -0.441  0.984
O13 -0.477 1.853 0.197  -0.241
O14 0.830 -0.792 0.878  -0.512
H37 1.340 0.253 -0.794  -1.121
H38 0.357 -1.162 -1.082  -0.178
H39 -1.598 0.099 -0.019  -1.128
H40 -0.948 0.882 -1.450  -0.062
H41 -0.062 1.752 1.094  0.268
H42 0.156 -1.452 1.156  0.278
C15 3.883 -0.161 -2.517  -0.856
C16 2.741 -1.051 -2.908  0.003
O15 2.571 -2.039 -1.883  -0.464
H43 3.972 0.620 -3.261  0.365
H44 4.846 -0.712 -2.419  0.322
H45 3.690 0.218 -1.550  -0.050
H46 2.978 -1.542 -3.879  0.435
H47 1.880 -0.440 -3.036  0.146
H48 1.955 -2.733 -2.115  0.175
C17 -0.235 -6.773 2.688  -1.064
C18 0.862 -5.737 2.492  -0.257
O16 0.562 -5.122 1.212  -0.394
H49 -0.112 -7.307 3.624  0.378
H50 -0.222 -7.501 1.895  0.286
H51 -1.163 -6.178 2.579  0.234
H52 1.774 -6.295 2.321  0.346
H53 0.930 -5.001 3.339  0.303
H54 1.260 -4.492 1.031  0.203
C19 -4.155 0.024 -2.969  -1.057
C20 -2.902 -0.792 -3.311  0.260
O17 -2.745 -2.065 -2.706  -0.512
H55 -4.169 0.228 -1.909  0.188
H56 -5.077 -0.560 -3.135  0.387
H57 -4.141 0.967 -3.486  0.373
H58 -1.994 -0.252 -3.022  -0.254
H59 -2.804 -0.965 -4.373  0.390
H60 -3.579 -2.558 -2.766  0.237

Properties
Frontier orbital gap: 10.08 eV
Energy relative to the best compared isomer or geometry (same formula, charge and spin): 0.0 kJ/mol
DFT total energy: -2076.9627 Ha
Net charge: 0
SMILES: OCCO.OCCO.OCCO.OCCO.OCCO.OCCO.OCCO.CCO.CCO.CCO

***

No. 2
# C20H60O20

A 10-piece molecular cluster, C20H60O20 overall at a distorted geometry (the ωB97M-V functional and the def2-TZVPD basis, the Open Molecules 2025 dataset).

Last column: Mulliken charge in e.
Geometry (Å):
C1 8.340 7.452 12.071  -0.466
C2 9.759 6.843 12.393  -0.568
O1 10.696 7.829 12.051  -0.388
O2 8.189 8.643 12.727  -0.340
H1 7.555 6.742 12.417  0.334
H2 8.170 7.562 10.977  0.271
H3 9.900 5.899 11.896  0.411
H4 9.748 6.617 13.478  0.304
H5 10.664 8.484 12.699  0.125
H6 8.258 8.549 13.670  0.204
C3 12.616 10.036 13.710  0.100
C4 13.275 11.357 13.884  -0.283
O3 12.945 12.125 12.727  -0.120
O4 11.183 10.226 13.733  0.265
H7 12.813 9.282 14.490  0.451
H8 12.860 9.558 12.779  -0.483
H9 14.354 11.300 13.931  0.494
H10 12.785 11.849 14.729  -0.072
H11 12.225 12.693 12.942  0.069
H12 10.874 10.922 13.035  -0.066
C5 13.355 8.658 10.011  -0.449
C6 12.805 10.045 9.653  -0.078
O5 11.403 10.154 10.054  0.027
O6 14.674 8.525 9.662  -0.568
H13 12.729 7.863 9.532  0.354
H14 13.209 8.519 11.074  0.118
H15 12.742 10.276 8.524  0.341
H16 13.280 10.921 10.154  -0.032
H17 11.057 9.321 10.393  -0.018
H18 14.767 8.692 8.761  0.341
C7 10.800 14.512 15.107  -0.121
C8 10.615 14.141 16.606  -0.973
O7 9.490 13.320 16.902  -0.607
O8 10.901 13.435 14.274  0.501
H19 11.724 15.130 15.102  0.406
H20 10.062 15.195 14.740  -0.058
H21 10.580 15.133 17.089  0.407
H22 11.499 13.634 16.906  0.516
H23 9.792 12.381 16.836  0.366
H24 10.041 13.003 14.028  -0.437
C9 9.272 10.067 16.865  -0.630
C10 7.833 10.241 16.439  -0.259
O9 7.586 9.848 15.141  -0.566
O10 10.271 10.845 16.224  -0.506
H25 9.489 9.018 16.673  0.451
H26 9.351 10.250 17.907  0.471
H27 7.545 11.330 16.613  0.077
H28 7.269 9.617 17.170  0.407
H29 7.774 10.616 14.624  0.187
H30 10.445 10.501 15.319  0.298
C11 6.923 15.736 15.546  -0.577
C12 7.782 16.898 15.065  -0.438
O11 8.578 17.339 16.225  -0.531
O12 7.615 14.538 15.399  -0.423
H31 6.013 15.609 14.881  0.323
H32 6.807 15.936 16.588  0.320
H33 7.188 17.737 14.780  0.476
H34 8.389 16.434 14.273  0.228
H35 9.237 17.940 15.869  0.290
H36 7.992 14.259 16.276  0.170
C13 8.631 10.582 7.567  0.405
C14 7.184 10.250 7.060  -0.609
O13 6.544 11.470 6.674  -0.547
O14 9.578 10.768 6.536  -0.678
H37 8.892 9.702 8.206  0.061
H38 8.561 11.434 8.198  -0.013
H39 6.557 9.792 7.843  0.326
H40 7.291 9.548 6.260  0.317
H41 7.053 11.923 5.992  0.347
H42 10.258 11.321 6.961  0.473
C15 14.560 14.029 10.947  -0.522
C16 13.189 14.360 10.358  -0.447
O15 12.769 13.458 9.360  -0.335
O16 15.433 14.316 9.824  -0.557
H43 14.626 13.047 11.333  0.359
H44 14.797 14.713 11.770  0.391
H45 13.270 15.419 10.024  0.386
H46 12.492 14.332 11.219  0.008
H47 13.510 13.323 8.785  0.249
H48 16.311 13.993 10.070  0.313
C17 8.580 11.642 11.523  0.944
C18 7.606 12.483 12.348  -1.112
O17 8.020 12.361 13.686  0.095
O18 9.880 12.078 11.815  -0.315
H49 8.333 11.758 10.483  -0.264
H50 8.461 10.557 11.765  -0.208
H51 6.694 11.911 12.119  0.308
H52 7.670 13.489 11.985  0.624
H53 7.605 12.977 14.274  0.124
H54 10.578 11.697 11.193  -0.198
C19 8.910 14.239 6.948  -0.430
C20 10.303 14.310 7.622  -0.410
O19 10.555 12.936 7.959  -0.382
O20 8.886 13.600 5.696  -0.636
H55 8.560 15.296 6.747  0.361
H56 8.245 13.673 7.628  0.188
H57 10.255 14.969 8.491  0.306
H58 11.072 14.709 7.006  0.349
H59 11.347 12.919 8.455  0.272
H60 9.297 12.731 5.729  0.413

Properties
Frontier orbital gap: 9.89 eV
Energy relative to the best compared isomer or geometry (same formula, charge and spin): 65.3 kJ/mol
DFT total energy: -2302.6637 Ha
Net charge: 0
SMILES: OCCO.OCCO.OCCO.OCCO.OCCO.OCCO.OCCO.OCCO.OCCO.OCCO

***

No. 3
# C20H60O20

A 10-piece molecular cluster, C20H60O20 overall at a distorted geometry (the ωB97M-V functional and the def2-TZVPD basis, the Open Molecules 2025 dataset).

Last column: Mulliken charge in e.
Geometry (Å):
C1 3.112 -5.782 -2.970  -0.419
C2 2.279 -5.292 -1.786  -0.253
O1 3.064 -4.330 -1.083  -0.442
O2 4.362 -6.332 -2.426  -0.523
H1 3.292 -5.003 -3.712  0.271
H2 2.593 -6.593 -3.486  0.330
H3 1.962 -6.085 -1.109  0.294
H4 1.413 -4.960 -2.371  0.178
H5 2.407 -3.704 -0.750  0.199
H6 4.306 -6.028 -1.518  0.329
C3 -3.652 -0.317 -4.792  -0.049
C4 -5.003 -1.012 -4.556  -0.376
O3 -5.735 -0.219 -3.664  -0.516
O4 -3.870 0.928 -5.459  -0.543
H7 -3.026 -0.938 -5.450  0.384
H8 -2.956 -0.151 -3.965  -0.088
H9 -4.627 -1.947 -4.135  0.299
H10 -5.510 -1.177 -5.507  0.294
H11 -5.643 0.722 -3.830  0.333
H12 -3.072 1.462 -5.444  0.304
C5 -1.135 -4.449 0.457  -0.569
C6 -0.599 -4.170 1.829  -0.582
O5 -0.618 -2.820 2.242  -0.486
O6 -0.214 -4.155 -0.591  -0.391
H13 -2.102 -3.956 0.322  0.294
H14 -1.307 -5.524 0.355  0.359
H15 0.445 -4.511 1.888  0.299
H16 -1.097 -4.708 2.637  0.436
H17 -0.406 -2.275 1.463  0.200
H18 -0.596 -3.799 -1.395  0.251
C7 -0.719 0.383 0.313  0.623
C8 0.698 -0.092 -0.017  -0.571
O7 0.884 -1.447 0.388  -0.369
O8 -1.576 -0.359 -0.549  -0.320
H19 -0.748 1.474 0.345  -0.159
H20 -1.085 0.095 1.302  0.035
H21 1.380 0.567 0.523  -0.031
H22 0.852 -0.008 -1.094  0.657
H23 0.506 -1.984 -0.321  0.133
H24 -1.685 0.086 -1.399  -0.008
C9 -1.921 2.337 -2.897  0.735
C10 -1.996 3.702 -3.615  -1.208
O9 -2.895 3.714 -4.701  -0.567
O10 -0.791 1.557 -3.237  -0.587
H25 -2.883 1.907 -3.178  0.489
H26 -1.824 2.421 -1.811  -0.394
H27 -1.080 4.256 -3.860  0.368
H28 -2.253 4.431 -2.833  0.297
H29 -2.429 3.633 -5.536  0.351
H30 -0.055 2.123 -2.964  0.452
C11 2.453 3.452 4.448  -0.065
C12 3.296 3.173 3.189  -0.398
O11 2.488 2.664 2.130  -0.393
O12 3.378 3.738 5.516  -0.552
H31 1.738 2.657 4.660  0.116
H32 1.839 4.334 4.262  0.203
H33 4.091 2.475 3.468  0.202
H34 3.829 4.082 2.916  0.380
H35 1.995 1.921 2.497  0.087
H36 3.355 3.001 6.131  0.314
C13 -4.737 0.635 0.073  -0.155
C14 -4.234 1.715 1.014  -0.522
O13 -3.159 2.485 0.456  -0.344
O14 -4.149 -0.649 0.285  -0.610
H37 -4.580 0.802 -0.996  0.016
H38 -5.805 0.478 0.233  0.357
H39 -4.020 1.434 2.045  0.257
H40 -5.061 2.437 1.017  0.447
H41 -3.301 3.425 0.561  0.247
H42 -3.210 -0.590 0.036  0.310
C15 4.917 -2.229 0.851  -0.066
C16 4.910 -2.500 2.345  -0.564
O15 5.294 -1.283 3.068  -0.528
O16 4.076 -1.125 0.488  -0.420
H43 4.611 -3.175 0.398  0.039
H44 5.925 -1.953 0.540  0.344
H45 5.718 -3.210 2.540  0.348
H46 3.981 -2.643 2.901  0.323
H47 5.093 -1.410 3.996  0.294
H48 3.561 -0.992 1.290  0.249
C17 0.307 4.182 -0.584  0.239
C18 0.608 5.553 -1.249  -0.538
O17 0.393 6.656 -0.392  -0.528
O18 0.705 3.147 -1.471  -0.321
H49 -0.741 4.118 -0.302  0.100
H50 0.954 4.194 0.299  0.014
H51 -0.121 5.560 -2.070  0.194
H52 1.611 5.640 -1.676  0.266
H53 0.199 7.394 -0.977  0.341
H54 1.657 3.098 -1.334  0.260
C19 0.124 -0.915 4.790  -0.838
C20 0.839 -0.066 3.708  0.536
O19 0.164 1.175 3.412  -0.535
O20 -1.201 -1.229 4.427  -0.555
H55 0.108 -0.415 5.762  0.437
H56 0.741 -1.793 5.013  0.328
H57 0.753 -0.642 2.783  -0.311
H58 1.896 0.039 3.961  0.403
H59 -0.655 1.166 3.920  0.353
H60 -1.085 -1.681 3.571  0.497

Properties
Frontier orbital gap: 9.88 eV
Energy relative to the best compared isomer or geometry (same formula, charge and spin): 334.6 kJ/mol
DFT total energy: -2302.5611 Ha
Net charge: 0
SMILES: OCCO.OCCO.OCCO.OCCO.OCCO.OCCO.OCCO.OCCO.OCCO.OCCO